Density functional theory data (ωB97M-V with the def2-TZVPD basis set) for a structure of composition C49H36F2N5PdS3 at a distorted geometry.

The value obtained for the HOMO-LUMO gap (spin up / spin down) is 5.96 / 5.53 eV. The HOMO energy (spin up / spin down) is -8.92 / -10.24 eV. The spin multiplicity is 5. The calculation puts the maximum force at 0.02716 Eh/bohr. As for the charge: +1. The calculation puts the LUMO energy (spin up / spin down) at -2.96 / -4.71 eV.

Positions of all 96 atoms, in Å:
Pd -0.068 0.083 0.025
S 1.684 5.789 -0.043
C 1.995 7.424 -0.431
C 1.656 7.713 -1.716
C 1.130 6.596 -2.404
C 1.067 5.462 -1.637
C 0.616 4.130 -2.013
C 0.603 3.081 -1.077
N 0.265 1.842 -1.348
C -0.149 1.529 -2.599
C -0.223 2.520 -3.602
C -0.748 2.167 -4.889
C -1.206 0.923 -5.131
C -1.129 -0.106 -4.135
C -1.599 -1.396 -4.363
C -1.459 -2.369 -3.381
C -0.819 -1.985 -2.196
N -0.396 -0.762 -1.929
C -0.557 0.193 -2.881
C -1.935 -3.734 -3.563
C -1.999 -4.749 -2.642
C -2.542 -5.945 -3.162
C -2.889 -5.834 -4.472
S -2.559 -4.278 -5.090
C 0.183 3.817 -3.294
H 2.414 8.078 0.317
H 1.780 8.692 -2.153
H 0.807 6.641 -3.434
H 0.879 3.284 -0.047
H -0.789 2.934 -5.652
H -1.637 0.666 -6.091
H -2.069 -1.636 -5.309
H -0.625 -2.732 -1.436
H -1.679 -4.644 -1.614
H -2.672 -6.853 -2.591
H -3.319 -6.588 -5.112
H 0.145 4.578 -4.064
F -4.941 2.415 -0.127
C -4.215 1.332 0.189
C -2.854 1.333 -0.074
C -2.112 0.210 0.252
C -2.724 -0.933 0.788
C -4.092 -0.860 1.062
F -4.728 -1.887 1.657
C -4.850 0.258 0.780
C -1.891 -2.133 1.013
C -2.407 -3.423 1.139
C -1.539 -4.488 1.313
C -0.172 -4.253 1.353
C 0.268 -2.950 1.203
N -0.560 -1.923 1.037
H -2.412 2.209 -0.539
H -5.904 0.281 1.016
H -3.470 -3.590 1.086
H -1.929 -5.493 1.416
H 0.536 -5.058 1.493
H 1.326 -2.714 1.213
C 1.211 2.898 4.348
N 0.843 1.541 3.925
C -0.451 1.350 2.994
S -1.389 0.034 3.796
N -1.105 2.562 2.742
C -2.309 2.916 3.487
H 2.249 2.902 4.671
H 0.574 3.219 5.171
H 1.086 3.570 3.505
H 0.839 0.904 4.722
H -1.184 2.740 1.753
H -3.157 2.267 3.253
H -2.577 3.945 3.255
H -2.106 2.842 4.557
C 0.516 0.879 1.895
C 1.582 1.002 2.739
C 2.993 0.826 2.805
C 3.831 0.954 1.639
C 5.185 0.559 1.626
C 5.975 0.773 0.513
C 5.446 1.373 -0.624
C 4.100 1.720 -0.652
C 3.302 1.498 0.451
C 3.542 0.499 4.138
C 2.954 -0.542 4.871
C 3.464 -0.932 6.098
C 4.567 -0.277 6.628
C 5.133 0.785 5.936
C 4.628 1.173 4.706
H 5.609 0.062 2.485
H 7.011 0.460 0.523
H 6.075 1.549 -1.487
H 3.680 2.174 -1.541
H 2.252 1.752 0.426
H 2.115 -1.081 4.439
H 3.010 -1.751 6.640
H 4.986 -0.592 7.575
H 5.978 1.312 6.362
H 5.067 2.017 4.190